# 1
16
Properties=species:S:1:pos:R:3:forces:R:3 method="wB97M-V/def2-TZVPD" energy_ev=-4341.8911 e_homo_ev=-11.69 homo_lumo_gap_ev=12.8
H -1.2600 -1.6777 -0.1274 -0.3 -0.4 0.2
H -0.8382 0.3608 -1.0987 -0.1 0.0 -0.3
H 1.0420 0.8973 1.3659 0.1 0.0 0.3
H 1.3716 1.7209 -0.0980 0.6 0.8 0.0
H 2.9910 -0.6818 0.5447 -0.2 -0.5 0.0
C 2.1507 -0.3128 -0.0524 0.7 0.3 1.3
C 1.8242 1.0677 0.6303 -0.4 -2.3 -0.7
H -1.8495 1.0597 0.1753 0.5 0.1 -0.1
C -1.8127 0.3136 -0.6274 -1.1 0.4 1.6
H 1.3566 -1.0471 0.0583 -0.1 0.0 -0.5
H -2.3518 -0.9909 1.0884 -0.1 0.0 0.0
H -2.9902 -1.4788 -0.5086 0.0 -0.4 0.2
C -2.1440 -1.0572 0.0241 0.8 0.5 -0.9
H 2.7566 1.2808 1.1368 -0.2 1.3 -0.1
H 2.5883 -0.2699 -1.0460 -0.5 0.2 -0.3
H -2.6609 0.6419 -1.2283 0.4 -0.1 -0.7

# 2
32
Properties=species:S:1:pos:R:3:forces:R:3 method="wB97M-V/def2-TZVPD" energy_ev=-36138.8390 e_homo_ev=-8.79 homo_lumo_gap_ev=7.9
C 2.6214 2.0416 1.4924 0.2 0.0 -0.4
H -3.7802 -2.8083 -3.4421 1.4 1.3 0.7
H 3.3870 1.9552 2.2510 -0.1 -0.2 0.2
C 0.1121 -0.1007 -0.3931 0.4 0.5 2.8
N -1.1702 -1.0646 -1.8095 -4.2 -1.4 -2.0
H -1.9389 -0.9880 -4.0239 0.4 -0.7 2.9
H 0.0382 2.4559 -1.1689 -1.5 0.0 -1.6
C -3.0839 -2.3144 -2.6872 0.4 -1.0 1.8
H 0.4090 -1.4850 3.6129 0.9 0.8 -0.5
H -0.2086 -0.1546 2.6868 0.3 0.2 0.0
N 0.3150 0.6906 -2.7480 2.1 -0.7 2.7
C -2.0425 -1.4138 -2.9281 -0.9 -0.7 -0.5
S 2.1151 -0.5533 2.1621 -0.3 -3.5 2.6
C -3.3329 -2.8330 -1.2921 2.5 2.1 2.1
C 0.6957 -0.4761 3.2096 -1.6 0.2 0.8
N -0.6596 -0.9741 0.3836 1.6 2.0 -0.9
C 1.9190 0.8665 1.0900 0.4 1.9 0.3
C 0.9474 0.9920 0.0874 1.2 0.7 0.4
O -0.4455 1.0216 -3.5736 -2.1 0.3 -2.3
C 0.8272 2.2827 -0.5318 0.7 -1.9 2.1
C -1.4585 -1.4924 -0.4999 -1.8 -0.8 0.6
O 2.0213 -1.8671 1.5199 0.5 2.0 -0.7
H 0.9559 0.2013 4.0448 -0.3 -0.3 -0.5
H 3.0305 4.1753 1.3106 -0.6 -0.9 -0.6
H -3.9476 -3.6953 -1.0381 -0.5 0.5 -0.7
C 2.4594 3.3081 0.9020 -0.4 -0.4 -0.3
C -2.6254 -2.2775 -0.1311 -0.5 -1.5 -5.7
O 3.1617 -0.4297 3.1835 0.1 1.0 -2.0
H 1.2498 4.2099 -0.7112 -0.2 2.8 -1.0
H -2.8627 -2.5658 0.8766 0.3 0.0 0.1
C 1.5234 3.4001 -0.1604 1.5 -2.4 2.3
C -0.2324 -0.1071 -1.6743 0.2 -0.1 -2.7

# 3
10
Properties=species:S:1:pos:R:3:forces:R:3 method="wB97M-V/def2-TZVPD" energy_ev=-8199.7584 e_homo_ev="-8.69 / -8.68" homo_lumo_gap_ev="7.6 / 7.5"
N 0.8038 -1.3247 1.0280 0.1 -0.6 0.0
N -0.8408 0.2865 1.2429 -1.1 2.6 1.7
C 0.0554 0.1734 -0.7994 0.6 0.0 -1.2
H 1.0574 -1.9821 0.3204 0.3 -0.3 -0.4
O -1.1089 1.9353 0.0679 -0.8 -1.8 2.9
H 0.3838 -0.4254 -1.6426 0.4 0.2 0.2
H -0.3634 2.0485 -1.7477 0.0 0.1 -0.7
C -0.5121 1.4151 -0.8903 1.3 -1.2 -1.2
C 0.0102 -0.3295 0.5598 -0.5 0.9 -1.9
H 0.5145 -1.7971 1.8610 -0.2 0.1 0.5

# 4
17
Properties=species:S:1:pos:R:3:forces:R:3 method="wB97M-V/def2-TZVPD" charge=+1 energy_ev=-15623.3167 e_homo_ev=-12.59 homo_lumo_gap_ev=9.2
H 0.4958 1.9029 -1.4851 0.4 -1.2 1.6
N -2.1501 0.3362 0.5109 -1.4 3.5 -0.8
S 0.7746 -0.2282 -0.0866 -1.6 -0.6 0.6
H -3.5998 -0.8839 -0.4377 1.1 0.3 -0.4
H 1.9785 1.0768 -1.4156 1.8 0.0 -1.3
H -2.2658 0.0563 1.4809 0.6 -0.7 -0.1
C 2.1826 -0.7468 0.9227 -0.8 -2.0 -0.8
H -2.7417 1.2177 0.4808 0.8 -1.1 -0.3
H -1.1760 0.6103 0.2441 0.1 -0.3 1.4
H 2.5569 -0.1224 1.7163 -0.2 0.3 0.2
H -1.9377 -1.4862 -0.1681 -0.1 0.1 -1.7
H 2.8874 -0.9319 0.1358 1.1 0.0 0.1
C -2.5100 -0.6242 -0.5675 -2.0 -2.0 3.7
H 1.6313 2.0131 -0.0016 -0.6 -0.2 -0.5
H 1.8731 -1.8013 1.2564 0.4 1.7 -0.1
H -2.3188 -0.1590 -1.4826 0.6 0.1 -1.5
C 1.2063 1.3387 -0.7742 -0.1 2.0 -0.1

# 5
13
Properties=species:S:1:pos:R:3:forces:R:3 method="wB97M-V/def2-TZVPD" charge=+2 energy_ev=-19408.8214 spin_multiplicity=2 e_homo_ev="-16.15 / -16.17" homo_lumo_gap_ev="7.5 / 7.6"
C 0.7347 -0.8272 -0.4957 -0.3 0.2 1.0
H -1.8293 1.1389 1.0574 0.0 0.0 -0.1
H 0.6611 -1.7756 -1.0325 0.1 0.3 0.2
H -0.0059 -0.4692 1.5541 -0.1 -0.2 -0.3
H -1.6206 0.8659 -0.7443 0.0 0.1 0.2
H 2.7163 -0.6222 -1.1977 -0.4 0.5 0.1
Li -2.8332 -0.5488 0.2036 -0.1 -0.1 0.0
C -1.1402 0.8195 0.2540 0.0 0.3 0.0
O 2.1734 1.0470 -0.1251 -0.7 2.0 1.1
C 1.8989 -0.1504 -0.6289 -0.6 -2.3 -1.1
Ce 0.7028 2.4865 0.0931 0.7 -0.8 -0.1
H -1.0318 -1.4501 0.5274 0.0 0.3 0.1
C -0.4261 -0.5142 0.5346 1.3 -0.2 -1.0

# 6
53
Properties=species:S:1:pos:R:3:forces:R:3 method="wB97M-V/def2-TZVPD" charge=+1 energy_ev=-44817.3850 e_homo_ev=-9.49 homo_lumo_gap_ev=4.0
C -2.0970 0.7856 3.7632 0.0 0.0 -0.4
H 0.3251 3.3601 -0.5527 -0.8 -1.5 -0.1
O -3.1287 2.1863 1.8297 1.5 -0.4 1.0
C 0.8303 -2.2380 0.5103 -0.3 -1.1 0.6
H -0.2229 -2.6325 0.3014 1.4 0.3 0.3
C 0.8845 -1.3120 -1.9950 -1.5 -1.0 -4.1
H -0.9687 2.3695 -1.3525 0.9 -0.2 1.4
C -0.4876 -1.1947 -2.7190 2.4 -1.0 -0.8
H -2.9600 -3.3397 -2.1981 0.5 0.9 -1.1
H -3.1029 0.0159 -1.1633 0.6 -0.5 -1.3
F 5.6531 -1.0595 0.9824 -2.2 0.4 1.8
H -2.7375 -0.1157 3.4710 0.8 1.4 0.3
Ba -2.0008 0.2047 -5.2488 -0.4 0.5 -0.7
H 1.6341 -2.9452 0.1211 -1.0 0.7 0.2
C 3.6170 0.3617 0.8132 1.0 -0.1 -0.3
H 0.8694 1.1632 -2.1581 0.3 0.3 1.4
H -2.6586 2.7730 -0.1093 0.6 -0.1 1.6
O -0.0644 -2.8574 2.5201 -1.8 -1.0 1.4
F 3.9703 -1.3770 2.5935 1.7 1.2 -2.1
C -2.5776 -0.2113 -2.1447 0.9 1.0 0.2
C -0.1466 2.3085 -0.5460 0.8 0.6 0.2
H -3.4478 -2.1871 -3.5290 1.0 -0.2 0.6
H 2.0012 1.8479 -0.9075 -1.3 -1.0 0.0
O 1.0200 -2.1933 1.9651 1.0 0.9 -2.0
O -0.4684 -0.8136 -3.9983 -0.1 -0.5 2.9
C 4.6142 -0.4817 1.7350 0.1 2.0 0.5
H 3.3148 -1.5621 -0.2464 -0.8 1.4 -0.1
H -1.0493 0.6124 3.3408 -1.4 0.2 0.5
C 1.0003 1.2969 -1.0160 -0.2 1.6 -1.3
H -0.1312 2.5792 1.7508 -0.4 -0.6 -1.3
H 1.0526 0.0259 1.1086 -0.3 0.4 -0.2
C -2.5513 -2.5687 -2.9311 0.2 -1.1 0.1
H -1.9963 0.8612 4.8947 -0.3 0.1 -1.6
C -0.7331 2.0972 0.9155 -1.9 0.7 0.0
H 4.2891 1.1309 0.2844 -0.8 -1.2 1.0
H -0.4889 -0.4363 -0.2552 -0.3 0.4 0.0
H -3.3389 -0.0972 -3.0144 0.6 -0.5 1.3
O -2.5852 3.2164 3.7930 0.0 -3.3 -1.8
H -0.0059 -2.6706 3.4827 0.3 0.1 -0.8
H -0.9391 1.0255 1.2171 0.5 1.2 -0.7
H 1.1527 -2.4335 -1.9721 -0.7 1.4 0.6
N -1.8254 -1.5204 -2.1513 0.4 1.4 -1.4
H -1.8178 -3.0702 -3.6380 -1.0 0.3 0.9
H 2.9438 0.9620 1.5001 0.6 -1.0 -0.7
C -2.1848 2.8308 0.9383 0.7 0.5 -1.2
C -2.6244 2.1516 3.1595 0.1 2.4 1.7
H -2.0599 3.9551 1.1402 -0.3 -1.6 0.1
H 3.2496 -0.0974 -1.3239 -0.5 -0.6 1.4
F 5.2556 0.4736 2.5871 -1.0 -2.0 -1.4
P 0.9614 -0.4508 -0.2551 0.9 0.1 2.6
H -1.7819 0.6135 -2.2895 -1.3 -0.8 0.6
C 2.8758 -0.4987 -0.3091 2.2 -0.5 -0.5
H 1.6675 -0.8438 -2.6945 -1.4 -0.7 0.8